(1)
{
  "formula": "C5H20N8O5Sn",
  "method": "wB97M-V/def2-TZVPD",
  "symbols": ["Sn", "C", "O", "H", "H", "H", "H", "C", "O", "N", "N", "H", "H", "H", "H", "C", "O", "N", "N", "H", "H", "H", "H", "C", "O", "N", "N", "H", "H", "H", "H", "C", "O", "N", "N", "H", "H", "H", "H"],
  "xyz": [[0.695, -0.065, -1.101], [3.913, 1.001, 0.914], [2.828, 1.506, 0.187], [4.910, 1.270, 0.567], [3.875, 1.386, 1.934], [3.821, -0.072, 1.080], [2.949, 2.459, 0.193], [1.534, -1.112, 2.724], [1.042, -1.052, 1.609], [1.763, -0.173, 3.561], [1.829, -2.215, 3.260], [1.976, -0.348, 4.533], [1.598, 0.769, 3.237], [2.118, -2.172, 4.227], [1.716, -3.059, 2.716], [-1.103, 0.102, -4.428], [-0.008, 0.314, -3.891], [-2.211, 0.582, -3.975], [-1.178, -0.534, -5.531], [-2.166, 1.074, -3.094], [-3.062, 0.322, -4.452], [-0.329, -0.897, -5.938], [-2.056, -0.516, -6.030], [-0.268, 2.108, 2.287], [-0.229, 1.487, 1.239], [-1.339, 2.318, 3.034], [0.763, 2.573, 2.884], [-2.155, 1.865, 2.646], [-1.253, 2.697, 3.966], [1.624, 2.680, 2.367], [0.488, 3.125, 3.684], [-2.408, -2.086, -1.395], [-1.670, -1.806, -0.533], [-2.049, -2.500, -2.616], [-3.684, -2.117, -1.289], [-1.091, -2.577, -2.927], [-2.783, -2.146, -3.213], [-4.076, -1.885, -0.388], [-4.322, -2.310, -2.048]],
  "homo_ev": [-8.65, -12.24],
  "total_charge": 1,
  "e_lumo_ev": [-2.435, -2.449],
  "orbital_gap_ev": [6.220, 9.789],
  "spin_multiplicity": 2
}



(2)
{
  "formula": "C5H20NO3S2",
  "method": "wB97M-V/def2-TZVPD",
  "symbols": ["N", "C", "C", "C", "S", "S", "C", "C", "H", "H", "H", "H", "H", "H", "H", "H", "H", "H", "H", "H", "H", "H", "H", "H", "O", "H", "H", "O", "H", "H", "O"],
  "xyz": [[0.804, -1.623, -1.640], [1.046, -2.134, -0.175], [-0.333, -2.729, 0.106], [1.599, -1.136, 0.821], [2.813, -0.054, 0.013], [3.118, 1.716, 0.803], [1.649, 2.789, 0.499], [0.392, 2.464, 1.257], [1.671, -1.334, -2.100], [0.077, -0.889, -1.801], [0.333, -2.360, -2.159], [1.716, -2.992, -0.210], [-0.451, -2.842, 1.198], [-0.530, -3.697, -0.344], [-1.159, -2.019, -0.144], [1.850, -1.751, 1.697], [0.903, -0.426, 1.262], [1.506, 2.811, -0.582], [2.039, 3.781, 0.849], [0.190, 1.390, 1.222], [-0.454, 3.069, 0.848], [0.550, 2.641, 2.352], [-2.178, -0.498, 1.643], [-2.436, 0.770, 2.398], [-2.063, 0.462, 1.553], [-2.751, 2.206, -1.113], [-2.424, 1.237, 0.074], [-2.149, 1.501, -0.851], [-1.608, 0.519, -2.013], [-2.268, -0.492, -2.981], [-1.454, -0.382, -2.482]],
  "homo_ev": -11.74,
  "total_charge": 1,
  "e_lumo_ev": -2.676,
  "orbital_gap_ev": 9.068,
  "spin_multiplicity": 1,
  "de_lowest_kcal_mol": 12.5
}



(3)
{
  "formula": "C5H20NO6",
  "method": "wB97M-V/def2-TZVPD",
  "symbols": ["O", "C", "C", "C", "C", "C", "N", "H", "H", "H", "H", "H", "H", "H", "H", "H", "H", "H", "H", "O", "H", "H", "O", "H", "H", "O", "H", "H", "O", "H", "H", "O"],
  "xyz": [[2.246, -0.464, 1.467], [1.478, -0.640, 2.341], [0.356, 0.413, 2.611], [-1.020, -0.241, 2.411], [-1.474, -0.530, 1.012], [-2.188, -1.641, 0.787], [-1.116, 0.544, 0.016], [1.582, -1.410, 3.142], [0.529, 1.335, 2.070], [0.417, 0.669, 3.664], [-1.266, -1.151, 2.945], [-1.760, 0.449, 2.897], [-2.562, -2.033, -0.146], [-2.222, -2.381, 1.580], [-0.929, 1.491, 0.437], [-1.966, 0.632, -0.535], [-0.347, 0.188, -0.548], [3.262, -0.311, -1.426], [3.562, 0.846, -2.153], [2.809, 0.238, -2.099], [0.139, 1.750, -3.102], [1.157, 0.951, -2.222], [0.294, 1.424, -2.214], [-0.844, 3.867, -0.208], [-0.729, 3.591, 1.312], [-0.697, 3.163, 0.436], [-1.063, -1.608, -2.121], [-2.271, -0.983, -2.665], [-1.862, -1.129, -1.801], [0.809, -2.940, -2.269], [1.225, -1.644, -3.019], [0.646, -1.981, -2.332]],
  "homo_ev": [-17.23, -17.23],
  "total_charge": 2,
  "e_lumo_ev": [-8.075, -12.616],
  "orbital_gap_ev": [9.159, 4.610],
  "spin_multiplicity": 2,
  "de_lowest_kcal_mol": 0.0
}



(4)
{
  "formula": "C5H20NO7",
  "method": "wB97M-V/def2-TZVPD",
  "symbols": ["C", "C", "C", "C", "N", "C", "O", "O", "H", "H", "H", "H", "H", "H", "H", "H", "H", "H", "H", "H", "O", "H", "H", "O", "H", "H", "O", "H", "H", "O", "H", "H", "O"],
  "xyz": [[-2.785, 0.329, 1.503], [-1.614, 0.474, 0.468], [-2.253, 0.197, -0.934], [-1.366, 0.836, -2.094], [-0.571, -0.488, 0.696], [0.778, -0.065, 0.766], [1.582, -1.055, 0.673], [1.083, 1.138, 0.797], [-2.376, 0.670, 2.449], [-2.959, -0.749, 1.594], [-3.602, 0.979, 1.225], [-1.370, 1.520, 0.422], [-3.317, 0.474, -0.886], [-2.244, -0.869, -1.139], [-1.871, 1.758, -2.371], [-1.113, 0.074, -2.824], [-0.435, 1.063, -1.570], [-0.779, -1.375, 1.130], [-0.364, 2.927, 1.179], [-0.139, 2.303, 2.443], [-0.639, 3.059, 2.084], [3.242, -0.203, -1.784], [2.981, -0.702, -0.302], [3.663, -0.596, -1.000], [1.737, -2.517, -0.397], [2.920, -2.946, -1.162], [2.176, -3.330, -0.713], [0.120, -3.105, -1.723], [0.017, -1.546, -1.657], [-0.522, -2.358, -1.758], [2.790, 1.976, 1.752], [3.607, 0.621, 1.359], [3.621, 1.506, 1.775]],
  "homo_ev": -5.66,
  "total_charge": -1,
  "e_lumo_ev": 3.288,
  "orbital_gap_ev": 8.952,
  "spin_multiplicity": 1,
  "de_lowest_kcal_mol": 27.6
}



(5)
{
  "formula": "C5H20O5",
  "method": "wB97M-V/def2-TZVPD",
  "symbols": ["C", "O", "H", "H", "H", "H", "C", "O", "H", "H", "H", "H", "C", "O", "H", "H", "H", "H", "C", "O", "H", "H", "H", "H", "C", "O", "H", "H", "H", "H"],
  "xyz": [[2.610, -2.667, 1.311], [1.333, -2.747, 1.949], [3.274, -2.475, 2.154], [2.765, -3.657, 0.883], [2.723, -1.827, 0.626], [0.668, -2.432, 1.332], [-3.787, -0.423, -0.589], [-2.505, -0.995, -0.792], [-4.347, -0.992, 0.154], [-3.701, 0.651, -0.429], [-4.343, -0.599, -1.510], [-2.551, -1.614, -1.524], [0.508, 3.646, -1.211], [0.649, 2.777, -0.119], [-0.509, 3.860, -1.537], [0.962, 4.621, -1.032], [1.069, 3.103, -1.972], [0.131, 2.010, -0.373], [-3.552, 0.974, 5.207], [-3.492, 1.599, 6.491], [-3.733, -0.095, 5.319], [-4.485, 1.359, 4.796], [-2.707, 1.176, 4.549], [-2.730, 1.201, 6.918], [4.187, -0.745, -5.267], [3.794, -1.992, -4.753], [3.758, -0.483, -6.234], [4.273, 0.120, -4.610], [5.227, -0.978, -5.494], [4.509, -2.376, -4.240]],
  "homo_ev": -10.26,
  "smiles": "CO.CO.CO.CO.CO",
  "e_lumo_ev": 0.302,
  "orbital_gap_ev": 10.565,
  "spin_multiplicity": 1,
  "de_lowest_kcal_mol": 69.2
}



(6)
{
  "formula": "C5H20O7S",
  "method": "wB97M-V/def2-TZVPD",
  "symbols": ["C", "S", "C", "C", "C", "C", "O", "O", "H", "H", "H", "H", "H", "H", "H", "H", "H", "H", "O", "H", "H", "O", "H", "H", "O", "H", "H", "O", "H", "H", "O", "H", "H"],
  "xyz": [[0.737, 2.451, 2.472], [1.801, 2.161, 1.015], [1.439, 0.516, 0.320], [1.871, 0.687, -1.121], [1.031, 1.587, -2.008], [-0.468, 1.720, -1.612], [-0.925, 2.625, -0.965], [-1.078, 0.623, -2.053], [0.734, 3.537, 2.511], [-0.282, 2.059, 2.431], [1.200, 2.251, 3.424], [0.401, 0.270, 0.312], [2.127, -0.196, 0.788], [2.948, 0.938, -1.172], [1.837, -0.277, -1.693], [0.902, 1.221, -3.023], [1.395, 2.635, -1.962], [-2.052, 0.628, -1.813], [0.574, -2.209, -1.273], [-0.299, -2.626, -1.280], [0.412, -1.429, -1.816], [-1.199, -3.723, 0.518], [-2.141, -3.798, 0.676], [-0.613, -4.170, 1.128], [-2.652, 1.094, 0.110], [-3.394, 0.993, 0.711], [-2.187, 1.917, 0.310], [-3.112, -1.820, 0.879], [-3.256, -1.278, 1.661], [-2.397, -1.416, 0.380], [2.204, -2.433, 1.015], [1.448, -2.536, 0.432], [2.994, -2.003, 0.698]],
  "homo_ev": -8.32,
  "smiles": "CSCCCC(=O)O.O.O.O.O.O",
  "e_lumo_ev": 0.204,
  "orbital_gap_ev": 8.528,
  "spin_multiplicity": 1,
  "de_lowest_kcal_mol": 0.0
}